# 1
# C24H23N3O4

One molecule with the formula C24H23N3O4 (ωB97M-V with the def2-TZVPD basis set, OMol25).

Summary:
- SMILES = COc1ccc([C@H](CC(=O)Nc2ccccn2)N2Cc3ccccc3C2=O)cc1OC
- energy relative to the best compared isomer or geometry (same formula, charge and spin) (kcal per mole) = 24.5
- F_max (hartree/bohr) = 0.012
- frontier orbital gap (eV) = 8.4
- LUMO level (eV) = 0.5
- HOMO (eV) = -7.89
- electronic energy (eV) = -37922.480

The geometry in ORCA input format:
```
! RIJCOSX wB97M-V def2-TZVPD def2/J DEFGRID3
* xyz 0 1
C 3.949 -2.433 -1.200
O 3.501 -1.400 -2.050
C 2.344 -0.732 -1.780
C 2.214 0.487 -2.440
C 1.116 1.302 -2.259
C 0.104 0.910 -1.397
C -1.027 1.876 -1.087
C -0.549 3.011 -0.134
C 0.890 2.787 0.315
O 1.804 3.473 -0.087
N 1.010 1.745 1.180
C 2.155 1.031 1.488
C 3.435 1.410 1.075
C 4.491 0.580 1.394
C 4.253 -0.581 2.119
C 2.949 -0.856 2.489
N 1.924 -0.082 2.179
N -2.207 1.205 -0.578
C -3.230 0.775 -1.508
C -4.192 0.034 -0.637
C -5.388 -0.588 -0.934
C -6.075 -1.211 0.098
C -5.579 -1.215 1.395
C -4.379 -0.591 1.697
C -3.698 0.033 0.666
C -2.412 0.758 0.689
O -1.677 0.929 1.649
C 0.196 -0.327 -0.776
C 1.295 -1.159 -0.945
O 1.393 -2.379 -0.332
C 0.466 -2.698 0.682
H 4.964 -2.653 -1.533
H 3.332 -3.329 -1.289
H 3.970 -2.111 -0.156
H 3.022 0.788 -3.087
H 1.066 2.255 -2.762
H -1.335 2.342 -2.031
H -0.589 3.970 -0.650
H -1.197 3.055 0.740
H 0.142 1.309 1.508
H 3.575 2.317 0.514
H 5.493 0.834 1.079
H 5.057 -1.249 2.388
H 2.701 -1.746 3.055
H -3.697 1.639 -1.997
H -2.801 0.133 -2.287
H -5.780 -0.591 -1.940
H -7.013 -1.703 -0.112
H -6.137 -1.710 2.175
H -3.977 -0.584 2.698
H -0.596 -0.649 -0.122
H 0.827 -3.629 1.117
H 0.436 -1.920 1.450
H -0.537 -2.861 0.273
*
```

=====

# 2
# C24H23N5SSeZn

C24H23N5SSeZn as an isolated structure (ωB97M-V with the def2-TZVPD basis set, OMol25).

Summary:
- F_max (hartree/bohr) = 0.139
- frontier orbital gap (eV) = 5.0
- LUMO level (eV) = -0.3
- HOMO (eV) = -5.34
- electronic energy (eV) = -157302.272

The geometry in ORCA input format:
```
! RIJCOSX wB97M-V def2-TZVPD def2/J DEFGRID3
* xyz 0 1
Zn -1.247 1.598 1.520
N -1.467 1.606 3.804
N -1.560 2.882 4.349
C -1.674 3.978 3.570
N -1.547 5.139 4.244
S -1.946 3.980 1.917
H -2.124 0.989 4.258
H -0.506 1.269 3.859
H -1.239 3.002 5.293
H -1.647 5.168 5.247
H -1.771 5.978 3.739
C 0.566 0.969 1.555
C 1.041 0.746 0.399
C 1.558 0.507 -0.829
C 1.580 -0.888 -1.310
C 1.300 -1.218 -2.645
C 1.206 -2.540 -3.054
C 1.398 -3.576 -2.147
C 1.699 -3.267 -0.826
C 1.790 -1.946 -0.415
C 1.964 1.636 -1.682
C 1.421 2.914 -1.488
C 1.794 3.985 -2.286
C 2.726 3.817 -3.301
C 3.286 2.560 -3.498
C 2.914 1.489 -2.703
H 1.141 -0.423 -3.364
H 0.971 -2.763 -4.089
H 1.312 -4.608 -2.465
H 1.868 -4.063 -0.109
H 2.028 -1.710 0.615
H 0.697 3.057 -0.694
H 1.347 4.958 -2.116
H 3.011 4.651 -3.930
H 4.023 2.414 -4.280
H 3.371 0.521 -2.863
C -2.248 -0.258 -1.217
N -2.275 -1.138 -0.063
C -3.026 -0.968 1.048
Se -4.284 0.350 1.388
N -2.678 -1.963 1.899
C -1.707 -2.786 1.336
C -1.040 -3.908 1.798
C -0.107 -4.476 0.943
C 0.149 -3.938 -0.323
C -0.516 -2.811 -0.777
C -1.445 -2.247 0.083
H -2.879 0.600 -1.003
H -2.631 -0.779 -2.095
H -1.224 0.072 -1.397
H -3.147 -2.085 2.777
H -1.233 -4.322 2.779
H 0.442 -5.351 1.266
H 0.880 -4.412 -0.964
H -0.313 -2.391 -1.753
*
```

=====

# 3
# C24H23NO3S

One molecule with the formula C24H23NO3S (ωB97M-V with the def2-TZVPD basis set, OMol25).

Summary:
- energy relative to the best compared isomer or geometry (same formula, charge and spin) (kcal per mole) = 35.4
- F_max (hartree/bohr) = 0.145
- frontier orbital gap (eV) = 8.0
- LUMO level (eV) = 0.1
- HOMO (eV) = -7.94
- electronic energy (eV) = -43726.474

The geometry in ORCA input format:
```
! RIJCOSX wB97M-V def2-TZVPD def2/J DEFGRID3
* xyz 0 1
C 3.453 1.576 1.117
C 2.060 1.097 0.866
O 2.160 0.071 -0.126
C 1.044 -0.549 -0.306
C 0.309 -0.452 -1.644
S 0.647 -2.243 -2.618
C 1.129 -3.396 -1.352
C 0.190 -3.907 -0.444
C 0.599 -4.773 0.568
C 1.932 -5.195 0.646
C 2.846 -4.736 -0.309
C 2.453 -3.844 -1.306
O 1.829 -1.853 -3.404
O 0.420 -1.173 0.550
H 3.416 2.475 1.722
H 4.006 0.811 1.669
H 3.946 1.802 0.168
H 1.582 0.656 1.740
H 1.424 1.873 0.437
H 0.554 0.284 -2.320
H -0.862 -3.650 -0.564
H -0.141 -5.119 1.290
H 2.244 -5.882 1.435
H 3.881 -5.073 -0.279
H 3.154 -3.492 -2.061
C -1.984 -1.338 -1.098
C -0.986 -0.275 -1.259
N -1.171 0.851 -0.347
C -1.256 2.109 -0.880
C -0.961 2.524 -2.216
C -1.012 3.915 -2.450
C -1.351 4.821 -1.458
C -1.682 4.402 -0.145
C -1.625 3.005 0.108
C -1.827 2.268 1.309
C -1.612 0.900 0.983
C -1.729 -0.072 1.977
C -1.916 0.340 3.301
C -2.062 1.702 3.630
C -2.059 2.698 2.623
H -1.760 -2.177 -1.697
H -2.205 -1.645 -0.100
H -2.873 -0.898 -1.526
H -1.395 0.239 -2.150
H -0.727 1.818 -2.980
H -0.771 4.285 -3.453
H -1.366 5.895 -1.668
H -1.959 5.064 0.655
H -1.659 -1.110 1.749
H -1.933 -0.407 4.116
H -2.194 2.010 4.678
H -2.201 3.767 2.823
*
```

=====

# 4
# C24H24AlN9S2Si

C24H24AlN9S2Si as an isolated structure (ωB97M-V with the def2-TZVPD basis set, OMol25).

Summary:
- energy relative to the best compared isomer or geometry (same formula, charge and spin) (kcal per mole) = 0.0
- F_max (hartree/bohr) = 0.068
- frontier orbital gap (eV) = 6.7
- LUMO level (eV) = -6.6
- HOMO (eV) = -13.36
- electronic energy (eV) = -74825.125

The geometry in ORCA input format:
```
! RIJCOSX wB97M-V def2-TZVPD def2/J DEFGRID3
* xyz 2 1
Al 10.341 8.503 9.923
N 13.875 8.224 11.948
C 13.432 7.028 12.600
C 14.001 6.236 13.554
C 13.179 5.254 14.157
C 11.837 5.228 13.836
C 11.233 6.033 12.901
C 12.025 6.939 12.277
N 11.783 7.904 11.239
C 12.922 8.558 11.047
C 12.987 9.544 10.041
C 14.059 10.291 9.630
S 13.681 11.230 8.252
C 12.065 10.502 8.201
N 11.885 9.677 9.215
H 14.789 8.736 12.155
H 15.047 6.343 13.776
H 13.568 4.437 14.818
H 11.164 4.595 14.395
H 10.169 6.125 12.723
H 14.969 10.469 10.226
H 11.397 10.741 7.340
C 5.567 10.601 12.127
Si 6.613 10.217 13.674
C 6.444 11.614 15.023
C 6.101 8.655 14.516
C 8.451 10.261 13.039
C 9.197 11.387 13.493
C 10.306 11.825 12.773
C 10.550 11.269 11.549
N 9.959 10.116 11.131
C 8.961 9.540 11.897
S 8.408 8.013 11.256
H 4.471 10.926 12.292
H 5.481 9.753 11.430
H 6.125 11.477 11.701
H 5.418 11.680 15.465
H 6.676 12.544 14.465
H 7.109 11.489 15.883
H 6.545 8.652 15.579
H 6.384 7.698 14.010
H 5.008 8.604 14.557
H 9.015 11.850 14.471
H 10.939 12.698 13.120
H 11.289 11.724 10.848
N 7.935 9.619 6.596
C 8.497 10.108 7.676
N 9.257 9.146 8.235
C 9.140 8.076 7.419
N 8.399 8.331 6.343
C 9.916 6.900 7.636
C 9.987 5.916 6.714
N 10.618 4.789 6.971
C 11.108 4.619 8.197
C 11.167 5.642 9.170
N 10.631 6.836 8.799
H 7.369 10.129 5.893
H 8.453 11.141 8.088
H 9.380 5.916 5.802
H 11.361 3.591 8.458
H 11.693 5.540 10.095
*
```

=====

# 5
# C24H24AsI2N2OPdS2

C24H24AsI2N2OPdS2 as an isolated structure (ωB97M-V with the def2-TZVPD basis set, OMol25).

Summary:
- energy relative to the best compared isomer or geometry (same formula, charge and spin) (kcal per mole) = 0.0
- F_max (hartree/bohr) = 0.005
- frontier orbital gap (eV) = 6.0
- LUMO level (eV) = 2.2
- HOMO (eV) = -3.77
- electronic energy (eV) = -132496.254

The geometry in ORCA input format:
```
! RIJCOSX wB97M-V def2-TZVPD def2/J DEFGRID3
* xyz -1 1
Pd 1.417 0.141 -0.230
I -3.595 -1.451 -1.615
C -2.797 -1.424 0.311
C -3.591 -1.844 1.384
C -3.100 -1.866 2.661
I -4.369 -2.485 4.204
C -1.752 -1.490 2.911
C -1.133 -1.488 4.181
C 0.180 -1.134 4.300
C 0.900 -0.789 3.140
N 0.350 -0.772 1.955
C -0.952 -1.088 1.819
C -1.475 -0.984 0.460
O -0.766 -0.527 -0.486
H -4.610 -2.153 1.194
H -1.710 -1.771 5.052
H 0.668 -1.121 5.266
H 1.951 -0.524 3.190
N -0.367 2.178 0.901
S -0.917 3.562 0.448
C -0.483 3.904 -1.279
C 0.366 3.039 -1.938
C 0.748 3.331 -3.242
C 0.290 4.480 -3.868
C -0.561 5.347 -3.191
C -0.945 5.063 -1.892
C -2.697 3.486 0.161
C -3.491 4.541 0.580
C -4.869 4.476 0.403
C -5.437 3.351 -0.174
C -4.633 2.290 -0.579
C -3.261 2.354 -0.413
H -0.676 1.425 0.280
H 0.721 2.130 -1.451
H 1.418 2.655 -3.759
H 0.594 4.704 -4.883
H -0.922 6.245 -3.678
H -1.613 5.732 -1.361
H -3.034 5.402 1.052
H -5.497 5.295 0.730
H -6.510 3.293 -0.300
H -5.072 1.404 -1.021
H -2.628 1.527 -0.723
C 1.033 -1.201 -3.145
As 2.545 -1.068 -1.883
C 3.947 -1.209 -3.254
C 2.641 -2.867 -1.148
S 3.627 0.558 -0.672
H 1.177 -2.047 -3.821
H 0.999 -0.277 -3.724
H 0.104 -1.298 -2.585
H 3.749 -2.041 -3.934
H 4.901 -1.337 -2.747
H 3.970 -0.272 -3.809
H 2.783 -3.601 -1.943
H 1.717 -3.068 -0.609
H 3.477 -2.897 -0.452
*
```

=====

# 6
# C24H24B3N5O11S

C24H24B3N5O11S as an isolated structure (ωB97M-V with the def2-TZVPD basis set, OMol25).

Summary:
- F_max (hartree/bohr) = 0.067
- frontier orbital gap (eV) = 8.3
- LUMO level (eV) = -0.7
- HOMO (eV) = -8.99
- electronic energy (eV) = -68110.639

The geometry in ORCA input format:
```
! RIJCOSX wB97M-V def2-TZVPD def2/J DEFGRID3
* xyz 0 1
N -3.004 5.116 5.549
B -1.556 5.188 5.505
O -0.847 6.388 5.574
B -0.056 6.443 4.427
O 0.738 5.339 4.117
B -0.096 4.216 4.144
S -0.372 3.107 2.689
O -0.803 4.008 5.321
H -3.254 4.132 5.639
H -3.356 5.379 4.628
H -0.049 7.397 3.715
H 0.510 2.104 2.794
C 1.437 -3.148 0.672
C 1.642 -2.383 -0.470
C 0.772 -1.346 -0.771
C -0.289 -1.088 0.080
C -0.509 -1.844 1.217
C 0.362 -2.881 1.512
N -1.202 0.026 -0.227
O -0.996 0.661 -1.244
O -2.105 0.247 0.555
H 2.119 -3.955 0.909
H 2.476 -2.590 -1.133
H 0.927 -0.750 -1.659
H -1.344 -1.634 1.870
H 0.204 -3.480 2.399
C -0.457 -3.717 -6.356
C 0.647 -3.132 -6.967
C 1.775 -2.831 -6.220
C 1.779 -3.126 -4.868
C 0.688 -3.703 -4.244
C -0.437 -3.999 -4.996
N 2.977 -2.826 -4.073
O 3.916 -2.297 -4.628
O 2.951 -3.127 -2.890
H -1.335 -3.954 -6.943
H 0.629 -2.913 -8.026
H 2.633 -2.375 -6.692
H 0.704 -3.924 -3.186
H -1.294 -4.450 -4.522
C -6.372 -1.753 -6.071
C -6.639 -3.117 -6.041
C -5.826 -3.967 -5.309
C -4.756 -3.434 -4.612
C -4.472 -2.080 -4.636
C -5.288 -1.237 -5.373
N -3.903 -4.329 -3.815
O -4.158 -5.517 -3.825
O -2.989 -3.823 -3.190
H -7.013 -1.091 -6.639
H -7.483 -3.516 -6.587
H -6.032 -5.027 -5.284
H -3.630 -1.680 -4.089
H -5.081 -0.176 -5.399
C 6.536 3.886 7.001
C 6.284 2.968 5.989
C 5.011 2.861 5.450
C 4.008 3.682 5.934
C 4.240 4.596 6.946
C 5.514 4.696 7.481
N 2.661 3.588 5.350
O 2.479 2.761 4.472
O 1.805 4.337 5.763
H 7.532 3.971 7.416
H 7.080 2.338 5.617
H 4.813 2.149 4.663
H 3.444 5.227 7.316
H 5.711 5.407 8.271
*
```

=====

# 7
# C24H24BCl3N4O

A 2-piece molecular cluster, C24H24BCl3N4O overall (ωB97M-V with the def2-TZVPD basis set, OMol25).

Summary:
- energy relative to the best compared isomer or geometry (same formula, charge and spin) (kcal per mole) = 22.7
- F_max (hartree/bohr) = 0.059
- frontier orbital gap (eV) = 6.1
- LUMO level (eV) = -2.4
- HOMO (eV) = -8.47
- electronic energy (eV) = -71530.548

The geometry in ORCA input format:
```
! RIJCOSX wB97M-V def2-TZVPD def2/J DEFGRID3
* xyz 0 1
Cl -2.291 -2.795 -0.424
B -0.522 -2.269 -0.296
Cl 0.451 -3.497 0.727
Cl 0.312 -2.072 -1.965
O -0.539 -0.953 0.393
C 0.318 -0.459 1.222
C -0.134 0.368 2.291
C 0.818 0.861 3.222
C 0.389 1.571 4.333
C -0.981 1.828 4.523
C -1.924 1.374 3.585
C -1.520 0.639 2.479
H 1.362 -0.806 1.226
H 1.874 0.650 3.027
H 1.125 1.916 5.064
H -1.310 2.379 5.406
H -2.986 1.582 3.730
H -2.236 0.248 1.752
N 4.698 2.082 0.764
N 4.791 1.653 -0.296
N 4.973 1.353 -1.496
C 4.360 0.080 -1.880
C 5.031 -0.412 -3.160
C 4.832 -1.731 -3.587
C 5.480 -2.187 -4.740
C 6.277 -1.316 -5.489
C 6.438 0.013 -5.077
C 5.813 0.461 -3.907
C 4.573 -0.885 -0.727
C 5.840 -0.872 -0.141
C 6.084 -1.629 1.009
C 5.050 -2.406 1.556
C 3.811 -2.471 0.916
C 3.598 -1.772 -0.283
C 2.879 0.397 -2.135
C 2.685 1.597 -3.102
C 1.484 2.369 -2.546
C 1.199 1.785 -1.149
N 2.221 0.795 -0.945
H 4.177 -2.390 -3.009
H 5.350 -3.226 -5.043
H 6.771 -1.674 -6.393
H 7.046 0.712 -5.650
H 5.940 1.493 -3.563
H 6.645 -0.293 -0.611
H 7.072 -1.582 1.476
H 5.214 -2.977 2.472
H 2.988 -3.062 1.323
H 2.663 -1.917 -0.841
H 2.405 -0.520 -2.531
H 3.583 2.222 -3.019
H 2.591 1.271 -4.143
H 1.727 3.430 -2.449
H 0.606 2.264 -3.191
H 1.296 2.556 -0.371
H 0.182 1.366 -1.071
H 2.051 0.090 -0.243
*
```

=====

# 8
# C24H24BF4O14

A 6-piece molecular cluster, C24H24BF4O14 overall (ωB97M-V with the def2-TZVPD basis set, OMol25).

Summary:
- energy relative to the best compared isomer or geometry (same formula, charge and spin) (kcal per mole) = 65.2
- F_max (hartree/bohr) = 0.334
- frontier orbital gap (eV) = 6.3
- LUMO level (eV) = -0.1
- HOMO (eV) = -6.45
- electronic energy (eV) = -65483.809

The geometry in ORCA input format:
```
! RIJCOSX wB97M-V def2-TZVPD def2/J DEFGRID3
* xyz -1 1
B -1.289 0.572 2.181
F -0.714 -0.761 2.204
F -1.003 1.152 0.879
F -2.646 0.332 2.239
F -0.833 1.322 3.186
C -4.452 1.808 -2.112
C -4.117 1.769 -0.544
C -4.058 3.003 0.239
O -3.752 3.029 1.475
C -4.338 4.253 -0.398
C -4.733 4.377 -1.812
C -4.753 3.104 -2.677
O -5.243 3.133 -3.767
O -5.290 5.492 -2.516
O -3.835 0.589 -0.054
H -4.371 0.838 -2.419
H -4.370 5.207 0.234
H -5.593 5.146 -3.295
H -3.419 0.696 0.840
C 4.208 -3.400 4.025
C 4.857 -2.089 3.517
C 4.003 -1.257 2.652
O 4.309 -0.095 2.311
C 2.675 -1.696 2.331
C 2.040 -2.989 2.895
C 2.839 -3.790 3.816
O 2.435 -4.752 4.349
O 0.675 -3.137 2.964
O 6.122 -1.588 3.856
H 4.798 -3.972 4.831
H 2.036 -1.157 1.762
H 0.429 -2.426 2.384
H 6.118 -0.842 3.579
C 4.815 2.406 -0.299
C 4.710 1.112 -1.267
C 3.423 0.389 -1.325
O 3.338 -0.572 -2.132
C 2.315 0.705 -0.530
C 2.421 1.939 0.497
C 3.540 2.886 0.445
O 3.528 4.004 1.035
O 1.492 2.108 1.382
O 5.666 0.843 -2.000
H 5.611 2.928 -0.286
H 1.302 0.143 -0.690
H 0.846 1.403 1.368
H 5.426 0.853 -2.822
C -2.181 -3.708 1.374
C -1.663 -3.731 -0.031
O -1.107 -4.688 -0.579
C -1.816 -2.404 -0.750
H -1.491 -4.163 1.996
H -3.141 -4.304 1.303
H -2.500 -2.808 1.683
H -2.913 -2.085 -1.030
H -1.443 -2.561 -1.737
H -1.317 -1.497 -0.556
C -1.053 0.807 -2.605
C -1.331 -0.125 -3.724
O -2.427 -0.265 -4.271
C -0.199 -0.978 -4.133
H -0.036 1.145 -2.492
H -1.444 0.434 -1.647
H -1.523 1.692 -2.773
H 0.739 -0.772 -3.623
H 0.129 -1.087 -5.308
H -0.451 -1.923 -3.631
*
```